1.
Molecular formula: C70H55GaGeN3O4P2Se
Method: DFT, the ωB97M-V functional and the def2-TZVPD basis

Element x y z (Å)
Ga -0.8513 -0.3485 0.0026
C 4.1325 5.9991 1.7244
C 4.0216 5.5806 0.2475
C 4.9433 6.4677 -0.5995
C 4.4316 4.1155 0.1248
C 5.7623 3.7068 0.1565
C 6.1140 2.3656 0.0947
C 5.1247 1.3975 0.0082
C 3.7855 1.7590 -0.0107
P 2.3898 0.5565 -0.0919
C 2.4936 -0.0074 -1.8317
C 3.1351 0.7221 -2.8312
C 3.0061 0.3643 -4.1664
C 2.2269 -0.7251 -4.5283
C 1.5677 -1.4499 -3.5446
C 1.6945 -1.0882 -2.2149
C 3.1258 -0.8178 0.8730
C 3.1684 -0.6242 2.2558
C 3.6388 -1.6171 3.0966
C 4.0600 -2.8297 2.5680
C 4.0147 -3.0350 1.1987
C 3.5537 -2.0333 0.3547
C 3.4724 3.1129 0.0475
O 2.1442 3.3872 -0.0125
C 1.7152 4.6536 -0.2579
C 0.3670 4.7532 -0.5883
C -0.1327 6.0122 -0.8905
C 0.6867 7.1307 -0.8437
C 2.0219 6.9910 -0.4937
C 2.5714 5.7467 -0.1988
P -0.6242 3.1925 -0.6145
C -0.9600 3.0604 -2.4069
C -0.1737 2.1413 -3.0974
C -0.3146 1.9833 -4.4683
C -1.2565 2.7314 -5.1569
C -2.0542 3.6407 -4.4736
C -1.9047 3.8056 -3.1067
C -2.2155 3.7581 0.0812
C -3.3884 3.1026 -0.2927
C -4.5791 3.3580 0.3691
C -4.6184 4.2705 1.4138
C -3.4544 4.9194 1.7997
C -2.2611 4.6607 1.1430
H 5.1608 5.8920 2.0734
H 3.4930 5.3753 2.3495
H 3.8251 7.0383 1.8482
H 5.9822 6.3579 -0.2936
H 4.6904 7.5198 -0.4789
H 4.8650 6.2120 -1.6561
H 6.5461 4.4480 0.2358
H 7.1562 2.0787 0.1190
H 5.3870 0.3476 -0.0295
H 3.7395 1.5816 -2.5719
H 3.5145 0.9459 -4.9256
H 2.1178 -0.9973 -5.5701
H 0.9261 -2.2819 -3.8157
H 1.1422 -1.6393 -1.4625
H 2.7958 0.3038 2.6782
H 3.6347 -1.4613 4.1673
H 4.3978 -3.6195 3.2257
H 4.3232 -3.9815 0.7790
H 3.5264 -2.2142 -0.7104
H -1.1760 6.1167 -1.1577
H 0.2887 8.1080 -1.0799
H 2.6459 7.8736 -0.4492
H 0.5315 1.5267 -2.5503
H 0.2982 1.2585 -4.9890
H -1.3819 2.5972 -6.2241
H -2.7984 4.2186 -5.0070
H -2.5401 4.5075 -2.5794
H -3.3654 2.3580 -1.0795
H -5.4730 2.8222 0.0771
H -5.5474 4.4633 1.9343
H -3.4715 5.6240 2.6215
H -1.3575 5.1653 1.4653
Se 0.2867 -3.9490 3.2260
N 0.5701 -2.8084 4.6129
C 0.3927 -1.5757 4.1454
C 0.4938 -0.3843 4.9137
C 0.3064 0.8320 4.3088
C 0.0121 0.9212 2.9397
N -0.0981 -0.1730 2.2031
C 0.0775 -1.3442 2.7839
N -0.0733 -2.5254 1.9919
H 0.7065 -0.4689 5.9709
H 0.3721 1.7445 4.8879
H -0.1270 1.8661 2.4378
O -3.8081 -0.9373 3.4988
C -4.9748 -0.7979 2.8488
C -6.1544 -0.9194 3.5880
C -7.3817 -0.7953 2.9658
C -7.4622 -0.5446 1.5993
C -6.2923 -0.4131 0.8725
C -5.0438 -0.5356 1.4721
C -3.8046 -0.3615 0.6285
O -3.8975 0.0447 -0.5255
O -2.7030 -0.6786 1.2211
H -3.1054 -0.8744 2.7971
H -6.0758 -1.1113 4.6495
H -8.2874 -0.8961 3.5522
H -8.4245 -0.4521 1.1137
H -6.3091 -0.2015 -0.1888
C -0.3706 -2.5220 0.7404
Ge -0.6965 -4.2245 -0.1572
C -1.3397 -3.8144 -1.9529
C -1.0712 -4.6349 -3.0482
C -1.6005 -4.3457 -4.2992
C -2.4136 -3.2341 -4.4685
C -2.7066 -2.4195 -3.3851
C -2.1773 -2.7155 -2.1384
C 0.9304 -5.3122 -0.2784
C 1.2927 -6.2203 0.7156
C 2.4807 -6.9333 0.6361
C 3.3384 -6.7385 -0.4358
C 3.0069 -5.8222 -1.4234
C 1.8132 -5.1203 -1.3429
C -2.1138 -5.1250 0.8400
C -2.1739 -6.4989 1.0523
C -3.2107 -7.0552 1.7888
C -4.1980 -6.2405 2.3229
C -4.1531 -4.8699 2.1146
C -3.1169 -4.3179 1.3777
H -0.4383 -5.5070 -2.9309
H -1.3759 -4.9879 -5.1426
H -2.8245 -3.0070 -5.4450
H -3.3407 -1.5495 -3.4984
H -2.4286 -2.0721 -1.3070
H 0.6425 -6.3805 1.5672
H 2.7386 -7.6374 1.4168
H 4.2688 -7.2899 -0.4952
H 3.6770 -5.6528 -2.2566
H 1.5648 -4.4142 -2.1268
H -1.4155 -7.1490 0.6327
H -3.2461 -8.1257 1.9474
H -5.0012 -6.6738 2.9068
H -4.9133 -4.2234 2.5339
H -3.0803 -3.2418 1.2417

Properties
Charge: -1

***

2.
Molecular formula: C70H56FN6O10S
Method: DFT, the ωB97M-V functional and the def2-TZVPD basis

Element x y z (Å)
C -1.2166 6.0319 -4.2005
C -0.7167 7.1604 -3.1537
C -0.3849 6.4963 -1.7325
C 1.0759 5.8277 -1.6794
O 1.0694 4.5205 -0.9727
N 2.2468 4.4449 -0.3319
N 2.4565 5.0485 0.8855
C 3.7676 4.8085 1.3936
C 4.4515 5.2526 2.7457
C 4.4181 4.0464 3.8280
C 5.2640 4.4132 5.1627
C 4.7278 3.5059 6.3686
S 5.7056 1.9156 6.5318
C 4.6415 0.7021 7.3893
N 5.2024 -0.1685 8.3562
N 4.2587 -1.0269 8.8498
C 3.0520 -0.6211 8.1552
O 3.2431 0.4277 7.2256
N 4.4481 4.0035 0.4115
C 3.4905 3.8130 -0.6423
N 3.7711 3.1248 -1.7515
C 2.8539 2.8552 -2.8893
C 2.2328 1.4017 -2.6842
F 1.7373 1.1930 -1.3450
H -1.3092 6.4815 -5.2470
H -2.1969 5.5608 -3.8708
H -0.4298 5.2016 -4.2831
H 0.1487 7.7451 -3.6018
H -1.5934 7.8922 -3.0369
H -1.1327 5.6412 -1.5924
H -0.5443 7.2617 -0.9100
H 1.8510 6.5434 -1.2294
H 1.4135 5.6733 -2.7671
H 1.7662 5.6207 1.3996
H 5.5639 5.5124 2.6266
H 3.9264 6.1767 3.1845
H 3.3521 3.7315 4.0968
H 4.9879 3.1665 3.3569
H 5.2390 5.5189 5.4170
H 6.3654 4.1532 4.9583
H 4.7828 4.1001 7.3351
H 3.6556 3.2011 6.1565
H 2.0811 -1.1746 8.3916
H 4.7113 2.7020 -1.8062
H 3.5192 2.7869 -3.8254
H 2.1008 3.6736 -3.1029
H 3.1036 0.6597 -2.8071
H 1.4694 1.1025 -3.4761
C 1.4172 -6.1315 -3.0680
C 1.7208 -4.8877 -2.5193
C 1.7347 -3.7559 -3.3257
C 1.4563 -3.8662 -4.6881
C 1.1760 -5.1158 -5.2418
C 1.1458 -6.2470 -4.4262
C 0.9270 -5.2549 -6.6953
O 0.6787 -6.3443 -7.1786
C 0.9934 -4.0490 -7.5522
C 0.8180 -4.1722 -8.9305
C 0.8655 -3.0440 -9.7416
C 1.0790 -1.7880 -9.1786
C 1.2597 -1.6614 -7.8066
C 1.2269 -2.7933 -6.9912
C 1.4560 -2.6522 -5.5355
O 1.6476 -1.5523 -5.0408
H 1.3976 -7.0131 -2.4361
H 1.9447 -4.8005 -1.4613
H 1.9668 -2.7890 -2.8919
H 0.9153 -7.2191 -4.8489
H 0.6482 -5.1472 -9.3751
H 0.7340 -3.1430 -10.8138
H 1.1087 -0.9072 -9.8114
H 1.4303 -0.6812 -7.3744
C 4.6827 -2.7087 6.3204
C 4.0304 -1.9530 5.3533
C 3.2007 -2.5713 4.4253
C 3.0317 -3.9552 4.4543
C 3.7055 -4.7172 5.4086
C 4.5225 -4.0895 6.3496
C 3.5741 -6.1928 5.4209
O 4.1586 -6.8585 6.2557
C 2.7272 -6.8452 4.3960
C 2.6388 -8.2372 4.3587
C 1.8359 -8.8584 3.4087
C 1.1110 -8.0923 2.4983
C 1.2003 -6.7057 2.5283
C 2.0165 -6.0793 3.4715
C 2.1328 -4.6032 3.4729
O 1.5014 -3.9309 2.6736
H 5.3207 -2.2210 7.0463
H 4.1672 -0.8781 5.3240
H 2.6900 -1.9739 3.6772
H 5.0378 -4.6755 7.1032
H 3.1981 -8.8397 5.0667
H 1.7728 -9.9410 3.3785
H 0.4790 -8.5776 1.7620
H 0.6370 -6.1143 1.8138
C -3.9560 11.8517 -5.3151
C -4.6653 12.5582 -6.2836
C -5.4850 11.8810 -7.1787
C -5.5889 10.4918 -7.1157
C -4.8597 9.7820 -6.1613
C -4.0514 10.4666 -5.2532
C -4.9225 8.3027 -6.1150
O -4.2879 7.6814 -5.2784
C -5.7606 7.5898 -7.1056
C -5.7854 6.1948 -7.1116
C -6.5797 5.5171 -8.0295
C -7.3591 6.2292 -8.9382
C -7.3331 7.6187 -8.9393
C -6.5262 8.3018 -8.0292
C -6.4788 9.7812 -8.0624
O -7.1565 10.4046 -8.8593
H -3.3235 12.3820 -4.6110
H -4.5805 13.6382 -6.3391
H -6.0391 12.4369 -7.9276
H -3.4925 9.9213 -4.5003
H -5.1834 5.6340 -6.4045
H -6.5935 4.4322 -8.0357
H -7.9842 5.6997 -9.6494
H -7.9385 8.1680 -9.6526
C -5.6206 -10.4864 7.8831
C -6.2833 -9.4549 8.5443
C -5.8858 -8.1368 8.3536
C -4.8148 -7.8466 7.5088
C -4.1356 -8.8820 6.8655
C -4.5485 -10.2023 7.0457
C -2.9657 -8.5923 6.0045
O -2.3741 -9.4952 5.4391
C -2.5211 -7.1883 5.8485
C -1.3869 -6.9050 5.0875
C -0.9693 -5.5895 4.9243
C -1.6876 -4.5508 5.5124
C -2.8151 -4.8289 6.2760
C -3.2286 -6.1496 6.4536
C -4.4103 -6.4379 7.2982
O -5.0370 -5.5302 7.8166
H -5.9375 -11.5142 8.0255
H -7.1121 -9.6789 9.2076
H -6.4089 -7.3371 8.8672
H -4.0328 -11.0102 6.5376
H -0.8242 -7.7090 4.6239
H -0.0846 -5.3727 4.3365
H -1.3649 -3.5234 5.3784
H -3.3681 -4.0165 6.7357

Properties
Charge: +1

***

3.
Molecular formula: C70H77F9O8
Method: DFT, the ωB97M-V functional and the def2-TZVPD basis

Element x y z (Å)
F -1.4417 3.9264 -4.0011
C -1.4128 4.4227 -2.7634
C -0.5007 5.4521 -2.5492
C -0.4691 6.0034 -1.2588
C -1.2128 5.3770 -0.2633
C -2.0417 4.3259 -0.5322
C -2.1939 3.8516 -1.8154
H 0.0626 5.9745 -3.3337
H 0.0918 6.9336 -1.0986
H -1.0452 5.7079 0.7487
H -2.6094 3.8707 0.2643
H -2.8682 3.1291 -2.1649
F 0.5910 1.1502 6.7566
C -0.1075 -0.0102 6.6508
C -1.0259 -0.1263 5.6240
C -1.7205 -1.3086 5.3947
C -1.4771 -2.3469 6.3036
C -0.5921 -2.2290 7.3353
C 0.0853 -1.0135 7.5618
H -1.1558 0.7101 4.9573
H -2.4105 -1.4150 4.5871
H -2.0719 -3.2223 6.1036
H -0.4284 -3.1208 7.9873
H 0.7924 -1.0077 8.3392
F 2.9870 -3.1796 -4.0226
C 1.9707 -4.0362 -4.2960
C 2.2017 -5.0795 -5.2515
C 1.0901 -5.9349 -5.4867
C -0.1323 -5.7253 -4.8554
C -0.2883 -4.7090 -3.9271
C 0.7659 -3.8528 -3.6187
H 3.1347 -5.2732 -5.7334
H 1.2773 -6.7974 -6.1772
H -0.9445 -6.4391 -5.1122
H -1.2139 -4.5507 -3.3952
H 0.6193 -3.1021 -2.8036
F -2.3897 4.4950 6.1124
C -2.3786 3.5492 5.0927
C -1.4130 3.7186 4.1384
C -1.4898 2.9573 3.0057
C -2.5290 2.0554 2.8443
C -3.3948 1.7924 3.9113
C -3.3443 2.5654 5.0257
H -0.5827 4.4154 4.2376
H -0.8636 3.3107 2.1588
H -2.5897 1.5318 1.8938
H -4.1397 1.0046 3.7164
H -4.0385 2.2715 5.7971
F 3.7466 3.8097 -5.6785
C 3.9015 3.6098 -4.3455
C 3.2175 4.4228 -3.4787
C 3.4228 4.0726 -2.1507
C 4.3446 3.0960 -1.7496
C 5.0239 2.3704 -2.6407
C 4.7612 2.5743 -3.9944
H 2.4479 5.0975 -3.7628
H 2.8336 4.6782 -1.4560
H 4.4054 2.9257 -0.6768
H 5.6668 1.5481 -2.3561
H 5.0865 2.0228 -4.8245
F -2.3416 -2.9265 -5.5472
C -2.4349 -1.6042 -5.5472
C -2.3760 -0.9597 -6.7760
C -2.5038 0.4193 -6.7664
C -2.6843 1.0723 -5.5789
C -2.6674 0.3908 -4.4173
C -2.5146 -0.9712 -4.3594
H -2.1396 -1.5399 -7.6181
H -2.4239 0.9999 -7.7144
H -2.7423 2.1590 -5.6114
H -2.7971 0.9122 -3.4503
H -2.5406 -1.5890 -3.4990
F 0.4480 -6.5927 3.3006
C 0.7808 -5.2725 3.2673
C 1.7795 -4.8735 4.0955
C 2.0281 -3.5310 4.2354
C 1.3187 -2.6191 3.5186
C 0.2932 -2.9849 2.6363
C 0.0211 -4.3642 2.5597
H 2.3042 -5.7061 4.6356
H 2.8085 -3.2047 4.9107
H 1.6497 -1.5881 3.4646
H -0.3543 -2.3907 2.0173
H -0.8509 -4.7562 1.9558
F 2.0284 5.5437 2.3506
C 1.9118 4.2208 2.3178
C 1.9094 3.5311 3.5283
C 1.7300 2.1172 3.4078
C 1.7025 1.4456 2.1815
C 1.8097 2.2271 1.0407
C 1.8543 3.6453 1.0879
H 1.9290 3.9994 4.5216
H 1.5490 1.5738 4.2969
H 1.7582 0.3910 2.1941
H 1.9043 1.7721 0.0758
H 1.8047 4.3724 0.2707
F -0.5358 -0.4404 0.3553
C 0.1852 -0.0800 -0.7332
C -0.2025 1.1801 -1.3016
C 0.4848 1.6596 -2.3485
C 1.5853 0.8978 -2.8187
C 2.0639 -0.2164 -2.1816
C 1.3427 -0.7523 -1.0994
H -1.1582 1.5743 -1.0126
H 0.2206 2.5985 -2.8454
H 2.0794 1.2478 -3.6595
H 2.9464 -0.7790 -2.5697
H 1.6077 -1.6335 -0.4862
O -5.0031 1.9044 -3.0490
C -6.1029 1.6055 -2.6189
O -7.1319 1.3293 -3.4296
C -6.8271 1.4522 -4.8627
C -6.7391 2.9569 -5.2908
C -6.5475 1.5309 -1.1946
H -7.6497 0.8354 -5.3083
H -5.8380 0.9199 -5.1515
H -6.8585 3.0618 -6.4043
H -5.7735 3.3574 -5.0994
H -7.3714 3.6877 -4.7182
H -6.4916 0.5135 -0.8813
H -7.5542 1.9293 -0.9907
H -5.8546 2.1551 -0.6890
O -4.9211 -3.2262 3.4410
C -5.0074 -2.0319 3.4392
O -4.3401 -1.1686 2.6614
C -3.2450 -1.7687 1.9444
C -3.6309 -2.1851 0.5520
C -6.0505 -1.3217 4.2396
H -2.8588 -2.5774 2.5949
H -2.5227 -0.9536 1.8446
H -2.7247 -2.5117 -0.0343
H -3.9759 -1.2802 0.0585
H -4.3893 -2.9878 0.3769
H -5.5718 -0.4430 4.6676
H -6.5144 -1.9862 4.9468
H -6.8322 -1.0140 3.5668
O 4.7980 -0.0680 0.4447
C 5.9885 -0.0650 0.4460
O 6.6563 0.7338 1.3201
C 5.9282 1.2653 2.4995
C 5.7388 2.7394 2.3787
C 6.8061 -0.7582 -0.6023
H 6.5088 1.0524 3.3359
H 4.9691 0.7933 2.5975
H 4.9539 3.0327 1.6990
H 6.5960 3.3481 2.1014
H 5.3544 3.0348 3.3353
H 7.7935 -0.9219 -0.1565
H 6.7620 -0.1816 -1.5078
H 6.3905 -1.7180 -0.8384
O 1.4882 -4.0903 -0.5199
C 2.4661 -4.8047 -0.5994
O 3.6987 -4.5453 -0.1433
C 3.8584 -3.3559 0.6688
C 4.9148 -3.6266 1.7203
C 2.4146 -6.1853 -1.1782
H 2.8740 -3.2344 1.0467
H 4.1687 -2.5515 -0.0052
H 4.9429 -2.7254 2.3424
H 5.8683 -3.8440 1.3028
H 4.5969 -4.3936 2.4059
H 1.4715 -6.3284 -1.7130
H 2.5388 -6.8136 -0.3240
H 3.1998 -6.3971 -1.9265

Properties
Energy above the lowest of the compared OMol25 structures with the same formula, charge and spin (kcal/mol): 23.1
Charge: 0

***

Number 1: HOMO energy -3.781 eV, HOMO-LUMO gap 5.92 eV. Number 2: HOMO energy -10.686 eV, HOMO-LUMO gap 7.86 eV. Number 3: HOMO energy -8.887 eV, HOMO-LUMO gap 9.37 eV.